Entry 1:
This record from the OMol25 dataset describes 3 unconnected molecules or ions with the total composition C4H12NO2S at a distorted geometry. The level of theory is the ωB97M-V functional and the def2-TZVPD basis.

E ... -20754.9872 eV
⟨S²⟩ ... 1.7598
E_HOMO (spin up / spin down) ... -8.81 / -8.69 eV
Multiplicity ... 2
Charge ... 0
HOMO-LUMO gap (spin up / spin down) ... 0.2071 / 0.2493 hartree
Energy relative to the best compared isomer or geometry (same formula, charge and spin) ... 599.5 kJ/mol
LUMO (spin up / spin down) ... -3.17 / -1.90 eV

Geometry as XYZ:
```
20
Properties=species:S:1:pos:R:3:forces:R:3
C 0.109 -0.220 0.182 0.9 -0.2 0.6
N 1.520 0.145 -0.091 -0.9 -1.1 -0.4
C 2.250 0.702 1.048 -0.8 2.9 -1.6
O 2.093 0.078 2.220 0.0 -1.7 0.9
C -0.332 -1.278 -0.819 -0.5 0.2 0.4
C -1.868 -1.206 -1.031 1.2 0.2 -0.2
S -2.731 -1.226 0.528 -0.3 -0.3 0.1
H -0.556 0.650 0.158 0.0 0.1 0.0
H 0.076 -0.634 1.194 -0.2 0.1 -0.1
H -2.102 0.442 2.961 0.0 0.0 0.0
H 1.849 1.723 1.202 0.3 0.3 -0.1
H 3.292 0.786 0.734 0.3 -0.3 0.2
H 0.197 -1.096 -1.755 -0.2 -0.1 -0.2
H -0.032 -2.247 -0.427 0.0 -0.2 -0.2
H -2.042 -0.251 -1.537 -0.4 -0.3 -0.2
H -2.174 -2.079 -1.624 -0.2 0.4 0.0
H -1.617 0.757 2.497 0.0 0.0 0.1
H 0.268 2.484 -2.543 0.0 0.0 0.1
H 1.431 0.792 -0.892 1.1 -0.3 1.0
O 0.370 1.677 -2.004 -0.3 0.4 -0.6
```
Forces are in eV/Å.

Results of the Mulliken charge analysis, in e, for atoms 1 through 5: number 1, C, carries -0.77; number 2, N, carries -0.41; number 3, C, carries -0.23; number 4, O, carries -0.34; number 5, C, carries -0.58

***

Entry 2:
This record from the OMol25 dataset describes 2 unconnected molecules or ions with the total composition C4H11NO at a distorted geometry. The level of theory is the ωB97M-V functional and the def2-TZVPD basis.

E ... -7863.7262 eV
E_HOMO ... -9.93 eV
Multiplicity ... 1
Charge ... 0
HOMO-LUMO gap ... 0.3964 hartree
SMILES ... CC(N)=O.CC
Energy relative to the best compared isomer or geometry (same formula, charge and spin) ... 79.8 kJ/mol
LUMO ... 0.86 eV

Geometry as XYZ:
```
17
Properties=species:S:1:pos:R:3:forces:R:3
C 0.221 2.128 -0.536 0.4 -1.0 1.0
C 1.230 1.419 0.378 0.0 0.7 1.2
H 0.605 2.167 -1.570 -0.5 0.7 0.5
H -0.696 1.526 -0.494 0.2 0.2 -0.4
H -0.035 3.029 0.028 0.1 0.5 -1.1
H 2.207 1.869 0.527 0.3 0.2 -1.0
H 1.341 0.378 0.203 0.2 -0.9 -0.4
H 0.916 1.516 1.415 -0.7 -0.3 0.2
C -1.523 -1.059 0.151 -3.1 2.4 0.8
C -0.277 -1.779 0.467 0.7 -1.1 0.4
O 0.014 -2.157 1.586 0.0 0.3 -0.1
N 0.545 -2.045 -0.607 -1.0 0.7 0.7
H -1.508 -0.335 -0.672 0.5 -0.4 0.0
H -2.016 -0.469 1.000 1.7 -0.5 -0.5
H 1.342 -2.613 -0.382 0.0 -0.2 -0.5
H 0.095 -1.977 -1.502 0.6 -0.2 -0.3
H -2.459 -1.599 0.009 0.5 -1.2 -0.6
```
Forces are in eV/Å.

Results of the Mulliken charge analysis, in e, for atoms 1 through 5: number 1, C, carries -0.54; number 2, C, carries -0.93; number 3, H, carries 0.24; number 4, H, carries 0.05; number 5, H, carries 0.30

***

Entry 3:
This record from the OMol25 dataset describes a single C5H6OS molecule at a distorted geometry. The level of theory is the ωB97M-V functional and the def2-TZVPD basis.

E ... -18161.6117 eV
E_HOMO ... -7.28 eV
Multiplicity ... 1
Charge ... 0
HOMO-LUMO gap ... 0.2664 hartree
Energy relative to the best compared isomer or geometry (same formula, charge and spin) ... 292.0 kJ/mol
LUMO ... -0.04 eV

Geometry as XYZ:
```
13
Properties=species:S:1:pos:R:3:forces:R:3
C -0.639 1.523 0.012 -2.6 -2.9 -0.1
C -1.533 -0.555 0.063 0.1 2.6 0.1
C 0.738 1.042 0.022 0.5 0.2 1.9
C -0.261 -1.228 0.214 1.8 -2.4 -0.1
C 0.912 -0.391 -0.386 -2.4 0.2 0.4
O -1.250 2.519 0.020 0.5 -0.1 0.0
S -3.058 -0.991 -0.052 0.5 0.1 0.0
H 1.292 1.610 -0.641 1.2 1.6 -1.2
H 1.085 1.325 1.040 0.0 -0.4 -0.3
H 0.112 -1.260 1.297 -1.2 -0.1 -1.0
H -0.202 -2.357 -0.168 -0.4 2.3 0.7
H 1.086 -0.353 -1.428 -0.6 -0.6 -1.4
H 1.719 -0.884 0.007 2.5 -0.5 1.0
```
Forces are in eV/Å.

Results of the Mulliken charge analysis, in e, for atoms 1 through 5: number 1, C, carries 0.43; number 2, C, carries -0.15; number 3, C, carries -0.43; number 4, C, carries -0.24; number 5, C, carries -0.82

***

Entry 4:
This record from the OMol25 dataset describes 2 unconnected molecules or ions with the total composition C4H10OSi at a distorted geometry. The level of theory is the ωB97M-V functional and the def2-TZVPD basis.

E ... -14233.5593 eV
E_HOMO ... -10.22 eV
Multiplicity ... 1
Charge ... 0
HOMO-LUMO gap ... 0.4062 hartree
SMILES ... C[SiH](C)O.C#C
Energy relative to the best compared isomer or geometry (same formula, charge and spin) ... 198.9 kJ/mol
LUMO ... 0.83 eV

Geometry as XYZ:
```
16
Properties=species:S:1:pos:R:3:forces:R:3
C 3.238 -1.718 -0.101 -0.3 -0.1 -0.1
C 3.797 -0.822 0.456 0.7 0.7 -0.6
C -1.965 -0.098 -1.505 3.3 -3.8 0.4
C -0.442 1.731 0.825 2.0 -1.8 -1.0
O -1.981 -0.778 1.150 0.3 -0.8 -4.0
Si -0.968 0.002 0.072 0.5 0.0 0.4
H 0.266 -0.869 -0.225 -0.6 0.7 0.5
H 2.696 -2.444 -0.656 -0.1 -0.2 0.2
H 4.411 0.050 0.581 -0.3 -0.3 0.6
H -1.977 0.779 -2.017 -0.5 2.4 -1.8
H -1.309 -0.913 -2.102 -1.6 1.9 1.0
H -2.887 -0.558 -1.271 -1.2 -0.1 0.0
H -1.157 2.040 1.556 -0.1 0.2 0.9
H 0.668 1.655 1.145 -2.0 0.1 0.1
H -0.401 2.501 0.076 -0.2 0.3 -0.6
H -1.987 -0.559 2.018 0.1 1.0 4.0
```
Forces are in eV/Å.

Results of the Mulliken charge analysis, in e, for atoms 1 through 5: number 1, C, carries -0.41; number 2, C, carries -0.32; number 3, C, carries -1.02; number 4, C, carries -1.06; number 5, O, carries -0.50